C5H9N2O2 | wB97M-V/def2-TZVPD

```
18
Properties=species:S:1:pos:R:3:forces:R:3
C -0.37513 -2.13555 -0.69526 0.3829 0.7465 0.7638
C -0.74271 1.11030 0.52100 2.5103 -4.0582 -0.5456
C 0.01490 -0.99026 0.07169 -1.2459 2.6890 1.1032
C 2.50916 -0.82375 -0.10541 0.4699 -0.0330 -0.4240
C -2.57832 2.29306 -0.51385 -0.5128 0.8409 -0.1680
N -0.82179 -2.14948 0.48267 0.1430 -0.0829 -0.4366
N 1.33241 -0.90242 0.78441 0.0241 0.0541 0.4948
O -0.02591 1.58814 1.31662 -0.6759 0.7186 -0.1104
O -1.70560 1.15552 -0.25865 -0.8692 0.1501 -0.4473
H -0.33699 -2.66746 -1.61478 -0.2024 -0.4864 -0.4571
H 2.63549 -1.76434 -0.63993 -0.1366 0.0381 0.0567
H 2.35449 -0.01947 -0.82236 -0.0663 -0.0374 0.0652
H 3.41137 -0.62594 0.46847 -0.0820 0.0173 0.1049
H -2.27471 2.72578 -1.46975 0.0434 -0.1179 0.2270
H -2.52741 3.03588 0.28212 0.0905 -0.1962 -0.0029
H -3.58137 1.87657 -0.60370 0.2100 0.0326 0.1122
H 1.28015 -0.02782 1.34295 -0.0314 -0.4210 -0.1731
H 1.43197 -1.67877 1.45375 -0.0516 0.1459 -0.1629
```
Positions in Å, forces in eV/Å.

Its lowest unoccupied orbital energy is -3.169 eV. Its electronic energy is -455.49908 a.u. The highest occupied orbital energy is -13.0 eV. As for the charge: +1. The gap between HOMO and LUMO comes out at 9.8 eV.

Atom-resolved charges from Mulliken, all expressed in e:
1 C -0.181
2 C 0.899
3 C -0.109
4 C -0.859
5 C -0.603
6 N -0.499
7 N -0.071
8 O -0.434
9 O -0.204
10 H 0.375
11 H 0.351
12 H 0.332
13 H 0.362
14 H 0.287
15 H 0.348
16 H 0.249
17 H 0.372
18 H 0.384